1.
Molecular formula: C21H27AuN3O3
Method: DFT, the ωB97M-V functional and the def2-TZVPD basis

Atoms and positions in Å:
Au (3.637341, -1.163495, 0.786593)
O (4.500962, -2.984180, 1.067771)
O (4.216258, -5.125670, 1.233826)
O (1.419345, -4.695796, 0.867263)
N (2.582457, 0.486658, 0.530042)
N (0.639070, -1.957350, 0.593868)
N (1.881720, -2.448203, 0.771414)
C (-4.033204, -2.376194, -1.294170)
C (0.036761, 4.269179, -1.537522)
C (1.310096, 2.948760, 0.124947)
C (1.435809, 5.479367, 0.126112)
C (3.685550, -3.946144, 1.073939)
C (2.214523, -3.758931, 0.898878)
C (-0.851993, -0.516205, -0.557697)
C (-4.065789, -0.255002, 0.043153)
C (-3.282987, -1.069332, -1.001651)
C (1.260255, 0.479876, 0.180298)
C (2.663971, 2.886653, 0.496372)
C (3.481598, -6.334071, 1.389669)
C (0.654847, 1.744267, -0.008728)
C (-3.182667, -0.248052, -2.290937)
C (-0.448230, -2.729637, 0.901481)
C (0.414338, -0.688365, 0.047846)
C (-1.703319, -2.454995, 0.464414)
C (-1.924618, -1.357567, -0.398384)
C (-0.617000, 4.296233, 0.900977)
C (0.555638, 4.246963, -0.091322)
C (3.226761, 1.655129, 0.687750)
H (-5.083473, -0.095534, -0.302255)
H (0.848945, 6.374366, -0.067000)
H (-2.802764, 0.753461, -2.107160)
H (-2.544284, -0.737743, -3.020439)
H (1.795417, 5.533887, 1.150780)
H (-1.339466, 3.506016, 0.713457)
H (-0.447114, 5.221254, -1.737609)
H (2.651284, -6.208894, 2.086029)
H (-0.251301, 4.193563, 1.920466)
H (-4.173183, -0.139493, -2.722294)
H (-0.984175, 0.336821, -1.195565)
H (-3.384322, -3.095255, -1.787917)
H (-3.599569, 0.714722, 0.204260)
H (-4.419378, -2.820658, -0.381030)
H (-2.505337, -3.109797, 0.755746)
H (-1.133976, 5.248660, 0.821152)
H (4.206056, -7.047100, 1.783872)
H (-4.102346, -0.779087, 0.994728)
H (3.256884, 3.769172, 0.659852)
H (-4.878339, -2.174505, -1.946237)
H (3.096137, -6.685024, 0.430747)
H (2.281661, 5.483085, -0.556908)
H (0.863382, 4.153950, -2.235169)
H (-0.684804, 3.477965, -1.724146)
H (4.254763, 1.576797, 1.005525)
H (-0.395531, 1.780417, -0.226810)
H (-0.232659, -3.614942, 1.477723)

Atoms 1-2, force components in eV/Å:
Au 1.6 1.1 0.1
O -0.7 -2.3 0.1

Computed properties:
F_max (Eh/bohr): 0.075
Kohn-Sham gap (eV): 5.883
Multiplicity: 1
Total charge: +1
E_LUMO (eV): -4.49



2.
Molecular formula: C21H27BrF13N6OP
Method: DFT, the ωB97M-V functional and the def2-TZVPD basis

Atoms and positions in Å:
Br (0.332464, 5.321526, -4.939505)
P (-1.531023, 3.004054, -1.291232)
F (1.781771, 4.051268, 2.999248)
F (1.533726, 3.626947, 5.330137)
F (4.151280, 0.253521, 3.398730)
F (-0.214326, -0.695002, 0.732843)
F (4.326599, 2.603209, 3.108271)
F (2.230993, -1.138736, 1.676808)
F (-0.161057, 2.763491, 3.896733)
F (2.786887, -0.368143, -0.492335)
F (0.050353, 1.624820, 1.197675)
F (2.744922, 2.619067, 0.637079)
F (2.612052, 1.353294, 5.297321)
F (1.023257, 0.544452, 3.737472)
F (4.483328, 1.020167, 0.740947)
O (-0.437677, 2.569603, -4.599727)
N (-0.713480, -7.597753, 0.769354)
N (-3.389801, 1.324368, -3.456238)
N (0.698980, 6.739753, -2.465499)
N (-1.285119, -3.481463, -0.951786)
N (0.961381, -5.920217, 3.554787)
N (-3.807104, 3.546123, 0.305814)
C (0.421079, 0.710803, -1.246902)
C (3.121471, 6.499964, -1.120882)
C (1.325560, 3.028235, 3.957884)
C (2.166429, 0.096290, 0.808561)
C (0.804161, -7.096174, 3.981904)
C (3.363727, 1.452362, 2.919828)
C (-3.066477, 2.357602, -0.286980)
C (-1.116084, -7.441520, -0.415348)
C (-1.077296, 1.208067, -1.672324)
C (1.797401, 6.631028, -1.855852)
C (-3.529593, 0.253856, -4.107761)
C (0.624595, 0.518946, 0.403322)
C (2.082083, 1.584475, 3.897362)
C (-0.811287, -3.950965, 0.118294)
C (0.614632, -8.513767, 4.496709)
C (-3.698155, -1.036628, -4.893099)
C (-0.141593, 3.646680, -3.875389)
C (-0.073610, 3.768145, -2.244223)
C (3.115860, 1.322678, 1.321575)
C (-1.601340, -7.253174, -1.843484)
C (-0.240064, -4.516871, 1.408245)
H (3.950060, 6.687499, -1.809352)
H (1.307895, 1.299328, -1.746415)
H (-2.478485, 3.745680, -2.115067)
H (-4.000794, 4.197538, -0.487916)
H (1.502989, -9.112121, 4.276756)
H (-1.835931, 0.523451, -1.053221)
H (-1.127882, 3.675593, -0.053903)
H (-3.160908, 4.051964, 0.965626)
H (-2.926877, -1.106575, -5.665082)
H (-2.744499, 1.625509, 0.596341)
H (-1.273592, -8.092920, -2.462349)
H (-0.448700, -5.588513, 1.469686)
H (-0.116784, 4.940078, -2.012124)
H (-3.609373, -1.895627, -4.222235)
H (3.167196, 7.224407, -0.303011)
H (-3.747796, 1.823977, -1.091213)
H (-4.682045, -1.057164, -5.369675)
H (-1.194043, -6.326134, -2.256430)
H (-1.242730, 0.866276, -2.803970)
H (-0.693295, -4.015872, 2.267993)
H (-0.252522, -8.972910, 4.013955)
H (0.453791, -8.499151, 5.578207)
H (1.006065, 3.446560, -1.848215)
H (0.842190, -4.362677, 1.435963)
H (0.518307, -0.402645, -1.670792)
H (-2.693456, -7.201710, -1.862303)
H (3.221310, 5.491772, -0.709589)

Atoms 1-2, force components in eV/Å:
Br -0.5 -1.7 0.4
P -1.4 -1.4 0.5

Computed properties:
F_max (Eh/bohr): 0.204
Kohn-Sham gap (eV): 6.736
Multiplicity: 1
Total charge: 0
E_LUMO (eV): -0.95



3.
Molecular formula: C21H27Cl2O7PtS3
Method: DFT, the ωB97M-V functional and the def2-TZVPD basis

Atoms and positions in Å:
Pt (0.221754, -0.140140, -1.489599)
Cl (-1.217768, 2.478205, -0.266596)
Cl (-4.040313, 1.956210, 0.329883)
S (-0.670004, 0.248360, -4.038510)
S (1.960305, 1.729218, 0.486911)
S (-0.601021, -1.566133, -3.098107)
O (0.145753, -0.672463, 0.465173)
O (-0.396297, 0.155357, -5.445390)
O (-1.877293, 0.961797, -3.684223)
O (-0.278924, -1.351878, 2.514782)
O (-2.365764, -1.114738, -0.322338)
O (2.317549, 0.768761, -0.612735)
O (0.532420, 0.783628, -3.225687)
C (1.902759, 4.657931, 1.860323)
C (-1.532542, -5.979572, 0.720974)
C (4.704406, 0.052137, 1.482054)
C (-4.043601, -0.006684, 3.741997)
C (-4.410397, -1.779572, 1.663304)
C (-1.903729, -5.375118, 1.915331)
C (-2.958602, -0.394437, 2.963491)
C (3.236455, 3.046060, 0.427963)
C (-3.130153, -1.286268, 1.913929)
C (2.577596, 4.416557, 0.514838)
C (-5.491175, -1.396810, 2.437979)
C (3.272811, -0.310059, 1.856339)
C (2.370640, 0.893268, 2.065015)
C (-1.887020, -3.213682, 0.846713)
C (-0.616188, -1.201875, 1.346089)
C (-2.030379, -1.696674, 0.927683)
C (-2.800879, 2.041562, -0.934232)
C (-5.310188, -0.504494, 3.487083)
C (-1.324562, -5.198175, -0.403689)
C (-2.077971, -4.002569, 1.979181)
C (-1.493800, -3.820834, -0.340395)
H (2.812043, 1.641637, 2.727807)
H (1.441862, 5.645122, 1.898499)
H (-6.476411, -1.790928, 2.220421)
H (1.405562, 0.574868, 2.461700)
H (1.115348, 3.923025, 2.041389)
H (5.319567, -0.843879, 1.389308)
H (-2.354012, -3.530732, 2.912849)
H (-1.019624, -5.653452, -1.337665)
H (3.977721, 2.903489, 1.215597)
H (2.624135, 4.589572, 2.678624)
H (-3.091065, 2.802587, -1.646592)
H (-2.697557, 1.071926, -1.403372)
H (-1.400322, -7.053409, 0.671628)
H (2.827119, -0.931517, 1.078514)
H (3.711522, 2.879482, -0.539553)
H (3.252437, -0.894832, 2.779040)
H (-2.057139, -5.976294, 2.803183)
H (-1.301321, -3.217136, -1.216721)
H (-6.152028, -0.198761, 4.096269)
H (-1.976115, -0.004283, 3.178496)
H (1.845572, 4.510284, -0.291373)
H (-2.783780, -1.767371, -0.893152)
H (5.164684, 0.696254, 2.237256)
H (-3.890978, 0.696368, 4.551866)
H (4.731940, 0.568523, 0.521743)
H (3.340308, 5.179867, 0.338520)
H (-4.562058, -2.472888, 0.843623)

Atoms 1-2, force components in eV/Å:
Pt 1.2 -0.2 -0.1
Cl -0.1 0.1 0.1

Computed properties:
F_max (Eh/bohr): 0.024
Energy relative to the best compared isomer or geometry (same formula, charge and spin) (kJ/mol): 109.6
Kohn-Sham gap (eV): 7.373
Multiplicity: 1
Total charge: -1
E_LUMO (eV): 2.36